# 1
Here is a structure of composition C37H38CsN7O4 from OMol25. Energies are from ωB97M-V/def2-TZVPD.

The geometry in XYZ format:
```
87
Properties=species:S:1:pos:R:3:forces:R:3
Cs 0.1706 0.3597 -1.6669 -0.08 -0.04 -0.04
C -4.9227 1.2789 4.3093 0.01 -0.01 -0.01
C -3.7344 0.7865 3.5329 0.00 -0.01 -0.02
C -2.5294 0.5496 4.1075 0.03 -0.01 -0.03
C -1.4145 0.0852 3.3448 -0.03 0.00 0.00
C -0.1668 -0.0457 3.9500 0.02 -0.01 0.01
N 0.9212 -0.4415 3.3280 -0.01 0.02 0.03
C 2.2420 -0.3969 3.9259 0.03 0.01 -0.01
C 3.1135 0.6818 3.2845 -0.02 -0.03 -0.03
C 3.5840 0.3181 1.8766 -0.04 0.02 0.04
N 4.5838 -0.7462 1.9430 0.02 -0.01 0.00
C 4.4475 -2.0636 1.8278 0.03 0.01 0.00
C 3.4919 -2.8806 1.2418 -0.04 -0.03 0.00
C 3.5890 -4.2780 1.5879 0.00 0.02 0.00
C 2.7641 -5.2202 1.0826 0.01 -0.01 0.00
C 2.8452 -6.6711 1.4636 -0.01 0.03 -0.01
C 1.7918 -4.7985 0.1169 0.03 0.00 0.04
C 1.6675 -3.5148 -0.2944 -0.03 -0.01 -0.08
C 0.7596 -3.1236 -1.4097 0.00 0.07 0.04
N -0.5015 -3.1739 -1.4575 -0.01 0.01 -0.02
C -1.2511 -3.6608 -0.3013 -0.01 0.00 0.02
C -2.7615 -3.6003 -0.5369 0.01 0.02 0.01
C -3.4609 -2.3761 0.0406 0.01 -0.01 -0.02
N -3.2076 -1.1692 -0.7304 0.00 0.00 0.01
C -2.9699 -0.0858 -0.1273 -0.01 0.00 0.02
C -2.8335 0.1091 1.3494 0.06 -0.02 -0.05
C -3.8519 0.5638 2.1244 -0.02 0.02 0.07
C -1.5410 -0.1720 1.9331 -0.03 0.03 0.00
O -0.5775 -0.5936 1.2335 0.03 -0.01 -0.01
C 2.5239 -2.4611 0.2366 0.01 0.07 0.00
O 2.4428 -1.3021 -0.2101 0.01 -0.06 0.00
H -4.6727 1.4041 5.3622 -0.02 0.01 0.00
H -5.7567 0.5776 4.2417 0.00 0.00 0.00
H -5.2738 2.2393 3.9270 0.00 0.00 0.00
H -2.3896 0.7224 5.1704 0.00 0.00 0.01
H -0.0557 0.2132 5.0011 -0.01 0.00 0.00
H 0.7580 -0.6640 2.3307 -0.01 -0.01 -0.02
H 2.7118 -1.3786 3.8277 -0.01 0.00 0.01
H 2.1179 -0.1987 4.9915 0.01 0.00 0.00
H 3.9817 0.8662 3.9246 0.00 0.00 0.01
H 2.5487 1.6155 3.2347 0.01 0.01 -0.01
H 4.0470 1.1832 1.4015 0.00 0.00 0.00
H 2.7742 -0.0117 1.2318 0.01 0.01 -0.01
H 5.4461 -0.4611 2.3813 0.01 -0.01 -0.01
H 5.2718 -2.5962 2.2970 0.00 0.00 0.00
H 4.3520 -4.5658 2.3051 0.00 -0.01 0.00
H 3.6544 -6.8454 2.1716 0.00 -0.01 0.00
H 3.0203 -7.2977 0.5869 0.00 -0.01 0.00
H 1.9140 -7.0086 1.9234 0.00 -0.01 0.00
H 1.1572 -5.5568 -0.3315 -0.01 0.00 0.00
H 1.2686 -2.7300 -2.2932 0.00 0.00 0.02
H -0.9732 -3.0765 0.5841 -0.01 -0.01 0.01
H -0.9725 -4.6972 -0.0983 0.01 0.00 -0.02
H -3.2220 -4.4777 -0.0757 -0.01 0.00 -0.01
H -2.9502 -3.6531 -1.6104 -0.01 -0.02 0.00
H -3.2033 -2.2700 1.1019 0.01 0.01 0.00
H -4.5409 -2.5443 -0.0120 0.00 0.00 0.00
H -2.8292 0.8057 -0.7438 -0.01 0.01 0.00
H -4.8091 0.7711 1.6546 0.00 0.00 0.00
O -1.4624 0.5672 -6.5126 0.00 0.01 0.01
C -1.3623 1.8458 -6.9146 0.01 -0.01 -0.04
C -1.6383 2.1327 -8.2538 0.00 0.01 0.02
C -1.5535 3.4290 -8.7197 -0.01 -0.03 -0.01
C -1.1921 4.4653 -7.8625 0.01 0.02 0.03
C -0.9174 4.1824 -6.5383 0.00 0.02 -0.03
C -0.9933 2.8814 -6.0381 -0.02 -0.01 -0.02
C -0.7037 2.5838 -4.6053 0.02 0.01 0.06
O -0.7876 1.3831 -4.2086 0.01 0.07 0.01
N -0.3546 3.6450 -3.8698 -0.03 -0.01 -0.02
N -0.1986 3.3478 -2.5647 0.07 -0.09 0.00
C 0.2860 4.2920 -1.8449 0.07 0.03 0.08
C 0.4965 4.1317 -0.4055 -0.01 -0.01 -0.16
C 1.1021 5.1738 0.3109 -0.04 0.01 -0.01
C 1.3012 5.0434 1.6682 0.00 -0.04 0.06
C 0.8993 3.8686 2.2949 -0.01 0.03 -0.03
C 0.3222 2.8848 1.5082 0.00 0.02 0.02
N 0.1187 2.9952 0.1986 0.06 -0.09 0.11
H -1.2399 0.5900 -5.5418 0.00 0.00 0.00
H -1.9201 1.3125 -8.9010 0.00 0.00 -0.01
H -1.7723 3.6374 -9.7602 0.00 0.00 0.00
H -1.1268 5.4822 -8.2265 0.00 0.00 -0.01
H -0.6342 4.9670 -5.8514 0.00 -0.01 0.01
H 0.5752 5.2426 -2.2955 -0.06 0.00 -0.01
H 1.3993 6.0721 -0.2140 0.00 0.01 0.00
H 1.7585 5.8446 2.2353 0.00 0.00 0.00
H 1.0127 3.7235 3.3613 0.01 0.01 0.00
H -0.0037 1.9527 1.9595 0.00 -0.02 -0.02
```
Positions in Å, forces in eV/Å.

Its max |F| is 0.17 eV/Å. The spin multiplicity is 1. As for the relative energy (zero: lowest compared OMol25 entry of this formula, charge and spin): 65.5 kJ/mol. Its gap between HOMO and LUMO is 5.89 eV.

Mulliken atomic charge list, values in e, 4 entries: 1.17 -1.71 0.51 -0.89

=====

# 2
Here is a structure of composition C37H38N5NaO6P2S2 from OMol25. Energies are from ωB97M-V/def2-TZVPD.

The geometry in XYZ format:
```
91
Properties=species:S:1:pos:R:3:forces:R:3
Na -0.4579 -0.8135 -0.0978 -0.44 -0.12 0.21
O -1.1130 -1.9743 4.5103 -0.19 -0.36 -0.16
C -0.3782 -2.4582 3.6072 -0.12 -0.20 -0.27
O -0.5073 -3.5058 2.9533 0.02 0.16 0.20
C 0.8669 -1.6218 3.3397 0.12 -0.01 0.07
C 1.7732 -1.4638 4.3860 0.07 -0.01 0.06
C 2.9010 -0.6893 4.1910 -0.03 -0.04 0.07
C 3.0641 -0.0570 2.9726 -0.04 0.03 -0.08
C 2.1046 -0.2501 1.9822 0.22 0.14 -0.04
N 1.0440 -1.0441 2.1494 -0.08 0.17 -0.15
C 2.2769 0.5336 0.6600 0.05 0.03 0.04
O 3.0997 1.4684 0.7078 0.09 0.01 -0.10
O 1.5702 0.1926 -0.3180 0.01 -0.14 0.03
H 1.5603 -1.9369 5.3365 0.01 0.01 -0.02
H 3.6289 -0.5572 4.9855 -0.01 -0.01 0.00
H 3.8926 0.6027 2.7596 -0.01 0.00 -0.02
C 1.5724 -0.0996 -3.8111 -0.02 0.02 0.03
P 0.4069 -1.2498 -2.9617 0.06 -0.05 -0.02
C -0.4541 -1.9775 -4.4163 0.02 0.02 0.01
C 1.6402 -2.5900 -2.6143 0.01 -0.04 -0.03
C 1.0523 -3.8865 -2.0465 -0.03 0.02 0.02
P 0.4367 -3.6704 -0.3113 0.05 0.22 0.03
C 1.9989 -4.0251 0.6092 -0.02 0.01 -0.03
C -0.4199 -5.2714 -0.0810 -0.02 0.00 0.05
H 1.0154 0.6861 -4.3270 0.00 -0.01 0.00
H 2.2103 -0.6112 -4.5390 0.00 -0.01 -0.01
H 2.1898 0.3694 -3.0420 0.01 0.01 0.00
H 0.2368 -2.4444 -5.1260 0.01 0.00 0.00
H -1.0106 -1.1885 -4.9289 0.00 0.00 -0.01
H -1.1702 -2.7081 -4.0350 -0.01 -0.01 -0.01
H 2.3546 -2.1518 -1.9087 0.00 0.00 0.01
H 2.1873 -2.7904 -3.5458 -0.01 0.01 0.00
H 1.8024 -4.6866 -2.0799 0.01 -0.01 0.00
H 0.1912 -4.2102 -2.6353 -0.02 0.03 -0.01
H 2.4511 -4.9831 0.3290 0.00 -0.01 -0.01
H 1.7528 -4.0277 1.6728 -0.01 -0.01 -0.01
H 2.7166 -3.2199 0.4331 0.00 0.00 -0.01
H 0.1296 -6.1003 -0.5413 0.02 0.00 0.03
H -1.4089 -5.1804 -0.5294 0.02 -0.02 -0.03
H -0.5228 -5.4434 0.9912 -0.03 0.02 0.02
C -5.1275 0.3796 -1.1402 0.02 0.01 0.04
C -3.8396 -0.3312 -0.8157 0.06 0.10 0.12
N -2.9987 0.1042 0.0467 0.07 -0.11 -0.20
O -3.3526 1.3121 0.6616 -0.03 -0.07 0.02
C -3.5308 -1.5715 -1.5487 -0.24 0.13 0.04
C -4.4830 -2.1166 -2.5770 0.01 0.00 0.02
N -2.4033 -2.1472 -1.2622 0.42 -0.07 -0.11
O -2.0554 -3.2195 -1.9006 -0.05 -0.15 -0.12
H -5.2333 1.2766 -0.5386 -0.01 0.01 0.00
H -5.9781 -0.2811 -0.9588 0.00 0.00 0.00
H -5.1536 0.6505 -2.1984 0.01 -0.01 -0.01
H -2.4953 1.5153 1.0878 -0.10 0.03 -0.04
H -5.4670 -2.3508 -2.1562 -0.01 0.00 0.00
H -4.0401 -3.0339 -2.9630 0.00 0.00 0.00
H -4.6424 -1.4256 -3.4126 -0.01 0.00 -0.01
S -1.0744 2.7506 -5.1529 0.03 0.06 0.00
C -0.3114 3.2491 -6.6007 0.00 -0.01 0.02
C 0.8886 3.8421 -6.3547 -0.03 -0.01 -0.02
C 1.1932 3.8948 -4.9697 0.03 -0.02 0.02
C 0.2228 3.3428 -4.1805 -0.05 -0.02 -0.05
C 0.2027 3.2004 -2.7218 0.04 0.00 0.11
C -0.6556 2.2748 -2.0908 0.03 -0.03 -0.06
N -0.7134 2.0980 -0.7992 -0.05 -0.04 0.06
C 0.0984 2.8174 -0.0110 -0.02 0.05 -0.05
C 1.0031 3.7598 -0.5222 0.03 0.02 0.07
C 1.8682 4.4815 0.3697 -0.01 -0.03 -0.05
C 1.8436 4.2427 1.6930 -0.02 -0.03 0.03
C 0.9449 3.2711 2.2510 0.00 -0.03 -0.05
C 0.9479 2.9436 3.6125 0.00 -0.04 0.03
C 0.1007 1.9708 4.0939 0.16 0.08 0.05
C -0.7666 1.3601 3.1682 -0.18 -0.20 -0.01
N -0.7979 1.6506 1.8904 0.05 0.18 0.03
C 0.0580 2.5770 1.4152 0.10 -0.02 0.08
C 0.0698 1.5467 5.4960 0.05 0.09 0.13
C -0.4624 0.3992 6.0048 -0.08 0.14 0.14
C -0.3042 0.3049 7.4162 0.01 0.09 -0.04
C 0.3377 1.3761 7.9553 0.02 0.01 -0.03
S 0.7690 2.5186 6.7504 -0.03 -0.02 0.01
C 1.0304 3.9426 -1.9078 0.00 0.03 -0.07
H -0.7799 3.0662 -7.5533 -0.01 -0.01 -0.02
H 1.5403 4.2152 -7.1317 0.01 0.00 -0.01
H 2.1151 4.2930 -4.5719 0.01 0.00 0.01
H -1.3027 1.6335 -2.6853 -0.01 0.00 0.00
H 2.5740 5.1864 -0.0541 0.00 0.01 -0.01
H 2.5322 4.7460 2.3612 0.00 0.02 0.01
H 1.6569 3.4365 4.2698 -0.01 0.00 0.01
H -1.4472 0.5825 3.5038 -0.02 0.03 -0.02
H -0.9026 -0.3942 5.3964 0.11 0.00 0.03
H -0.6565 -0.5370 7.9949 0.01 -0.01 0.01
H 0.5804 1.5582 8.9894 0.02 0.01 0.03
H 1.7128 4.6730 -2.3291 -0.01 0.00 0.00
```
Positions in Å, forces in eV/Å.

Its max |F| is 0.50 eV/Å. The spin multiplicity is 1. As for the relative energy (zero: lowest compared OMol25 entry of this formula, charge and spin): 0.0 kJ/mol. Its gap between HOMO and LUMO is 5.16 eV. As for the charge: -2.

Mulliken atomic charge list, values in e, 4 entries: 0.36 -0.81 -0.11 -0.72